1.
# C8H11NO

2 unconnected molecules or ions with the total composition C8H11NO (ωB97M-V/def2-TZVPD, the OMol25 dataset).

Structure (ORCA input):
```
! wB97M-V def2-TZVPD RIJCOSX def2/J DEFGRID3
* xyz 0 1
C -1.270 0.923 0.562
C -2.395 1.311 -0.154
C -3.415 0.560 -0.600
C -3.335 -0.799 -0.330
C -2.352 -1.350 0.366
C -1.342 -0.508 0.845
C 3.030 -0.141 -0.045
C 4.410 -0.129 -0.504
H -0.542 1.666 1.014
H -2.364 2.331 -0.554
H -3.887 1.047 -1.436
H -4.255 -1.356 -0.712
H -2.033 -2.435 0.432
H -0.646 -0.990 1.579
H 0.850 -0.026 -0.458
H 2.034 -0.176 -1.889
H 5.059 0.719 -0.550
H 4.327 -0.314 -1.640
H 5.117 -0.771 -0.059
N 1.887 -0.311 -0.889
O 2.893 0.410 1.208
*
```

DFT total energy, eV: -12009.1058
E_HOMO, eV: -9.3
Energy relative to the best compared isomer or geometry (same formula, charge and spin), eV: 3.295
E_LUMO, eV: 0.7
Largest force on an atom, eV/A: 9.1
SMILES: c1ccccc1.CC(N)=O

Here is what Löwdin gives for the atomic charges, in e: C -0.069; C -0.160; C -0.107; C -0.128; C -0.129; C -0.099; C -0.431; C -0.056; H 0.129; H 0.105; H 0.109; H 0.130; H 0.132; H 0.114; H 0.149; H 0.079; H 0.079; H 0.101; H 0.070; N 0.100; O -0.116

***

2.
# C8H11NO2S

A molecular structure, C8H11NO2S (ωB97M-V/def2-TZVPD, the OMol25 dataset).

Structure (ORCA input):
```
! wB97M-V def2-TZVPD RIJCOSX def2/J DEFGRID3
* xyz 0 1
C 3.184 -0.472 0.507
C 1.685 -0.152 0.778
C -1.077 -0.043 -0.482
C -1.597 1.303 -0.337
C -2.991 1.417 -0.048
C -3.803 0.095 0.052
C -3.289 -1.173 -0.081
C -1.891 -1.238 -0.229
H 2.876 1.285 -0.804
H 5.291 1.158 0.837
H 3.213 -1.382 -0.228
H 3.758 -0.735 1.449
H 1.531 -0.925 1.681
H 1.605 0.652 1.476
H -0.809 2.100 -0.467
H -3.717 2.432 0.265
H -4.864 0.344 0.212
H -3.945 -2.054 0.038
H -1.662 -2.251 -0.830
N 3.935 0.541 -0.353
O 1.143 0.901 -1.575
O 0.720 -1.597 -1.171
S 0.700 -0.207 -0.689
*
```

DFT total energy, eV: -24884.7891
E_HOMO, eV: -8.8
Energy relative to the best compared isomer or geometry (same formula, charge and spin), eV: 10.141
E_LUMO, eV: -0.8
Largest force on an atom, eV/A: 5.0

Here is what Löwdin gives for the atomic charges, in e: C -0.424; C -0.300; C -0.271; C -0.084; C -0.042; C -0.078; C -0.123; C -0.056; H 0.167; H 0.169; H 0.126; H 0.101; H 0.156; H 0.082; H 0.117; H 0.168; H 0.089; H 0.117; H 0.161; N -0.087; O -0.353; O -0.348; S 0.715

***

3.
# C8H11NO2S2

A single C8H11NO2S2 molecule (ωB97M-V/def2-TZVPD, the OMol25 dataset).

Structure (ORCA input):
```
! wB97M-V def2-TZVPD RIJCOSX def2/J DEFGRID3
* xyz 0 1
C 0.774 2.992 1.561
C -0.291 2.120 1.266
C 1.894 2.319 1.951
C 0.052 0.815 1.449
C -1.115 -0.128 -1.788
C -1.927 -1.381 -1.584
C -0.643 -1.197 -0.883
C 0.619 -1.977 -0.906
N 1.744 -1.074 -0.709
O -0.554 -1.674 2.038
O -2.354 -0.161 1.248
S 1.674 0.616 1.960
S -0.985 -0.607 1.175
H 0.713 4.063 1.491
H -1.281 2.418 0.968
H 2.839 2.732 2.242
H -0.604 0.016 -2.731
H -1.480 0.787 -1.345
H -2.826 -1.300 -0.992
H -1.982 -2.108 -2.384
H 0.606 -2.679 -0.064
H 0.680 -2.566 -1.842
H 2.612 -1.590 -0.623
H 1.835 -0.439 -1.496
*
```

DFT total energy, eV: -35727.5462
E_HOMO, eV: -9.0
Energy relative to the best compared isomer or geometry (same formula, charge and spin), eV: 1.556
E_LUMO, eV: 0.5
Largest force on an atom, eV/A: 3.4
SMILES: NCC1(S(=O)(=O)c2cccs2)CC1

Here is what Löwdin gives for the atomic charges, in e: C -0.179; C -0.155; C -0.393; C -0.635; C -0.101; C -0.094; C -0.351; C -0.264; N -0.004; O -0.340; O -0.330; S 1.043; S 0.711; H 0.102; H 0.114; H 0.064; H 0.108; H 0.098; H 0.099; H 0.110; H 0.115; H 0.126; H 0.077; H 0.079

***

4.
# C8H11NO3

A single C8H11NO3 molecule (ωB97M-V/def2-TZVPD, the OMol25 dataset).

Structure (ORCA input):
```
! wB97M-V def2-TZVPD RIJCOSX def2/J DEFGRID3
* xyz 0 1
C -3.403 -0.504 0.126
C -1.881 -0.629 0.069
C -0.048 -1.939 -0.248
C 0.850 -0.904 -0.250
C 2.329 -1.183 -0.382
C 0.334 0.384 -0.045
C 1.265 1.589 0.109
C -1.060 0.528 0.077
H -3.848 -1.467 -0.200
H -3.834 -0.215 1.133
H -3.680 0.337 -0.557
H 0.363 -2.967 -0.321
H 2.476 -2.287 -0.528
H 2.700 -0.725 -1.303
H 2.675 -1.073 1.490
H 1.502 1.767 1.163
H 2.199 1.424 -0.467
H 1.314 3.463 -0.362
H -0.982 2.426 0.077
N -1.363 -1.826 -0.098
O 3.092 -0.685 0.701
O 0.638 2.767 -0.481
O -1.637 1.720 0.295
*
```

DFT total energy, eV: -16106.5812
E_HOMO, eV: -8.5
Energy relative to the best compared isomer or geometry (same formula, charge and spin), eV: 0.568
E_LUMO, eV: 0.4
Largest force on an atom, eV/A: 1.5
SMILES: Cc1ncc(CO)c(CO)c1O

Here is what Löwdin gives for the atomic charges, in e: C -0.029; C -0.262; C -0.123; C -0.170; C -0.226; C -0.065; C -0.135; C -0.216; H 0.079; H 0.094; H 0.084; H 0.119; H 0.126; H 0.124; H 0.107; H 0.135; H 0.125; H 0.113; H 0.092; N 0.104; O -0.058; O -0.084; O 0.066

***

5.
# C8H11NO3

2 unconnected molecules or ions with the total composition C8H11NO3 (ωB97M-V/def2-TZVPD, the OMol25 dataset).

Structure (ORCA input):
```
! wB97M-V def2-TZVPD RIJCOSX def2/J DEFGRID3
* xyz 0 1
C -3.327 -0.532 -0.564
C -3.228 0.922 -0.663
C -2.160 -0.992 -0.023
C -2.109 1.260 0.085
C 1.019 0.826 -0.980
C 1.507 -0.096 -0.242
C 3.832 -0.540 0.312
C 2.371 -0.937 0.516
N -1.462 0.079 0.442
O -1.681 -2.208 0.343
O -1.487 2.457 0.352
O -0.439 -0.276 1.203
H -4.090 -1.068 -1.088
H -3.886 1.533 -1.232
H -0.137 1.160 -0.977
H 1.530 1.514 -1.568
H 4.407 -1.246 0.886
H 3.949 0.414 0.575
H 3.994 -0.740 -0.741
H 2.142 -0.797 1.697
H 2.198 -1.991 0.231
H -0.846 -2.025 0.947
H -2.096 3.282 0.487
*
```

DFT total energy, eV: -16099.5841
E_HOMO (alpha / beta), eV: -6.9 / -6.9
Energy relative to the best compared isomer or geometry (same formula, charge and spin), eV: 7.565
E_LUMO (alpha / beta), eV: -1.0 / -1.0
Largest force on an atom, eV/A: 4.6

Here is what Löwdin gives for the atomic charges, in e: C -0.031; C -0.032; C -0.357; C -0.350; C 0.087; C 0.007; C -0.070; C -0.248; N -0.148; O 0.029; O 0.001; O -0.096; H 0.088; H 0.085; H 0.138; H 0.067; H 0.083; H 0.038; H 0.088; H 0.183; H 0.130; H 0.143; H 0.167

***

6.
# C8H11NOS

A single C8H11NOS molecule (ωB97M-V/def2-TZVPD, the OMol25 dataset).

Structure (ORCA input):
```
! wB97M-V def2-TZVPD RIJCOSX def2/J DEFGRID3
* xyz 0 1
C -3.222 -0.255 -0.104
C -2.849 0.211 1.203
C -2.235 -0.375 -1.055
C -1.675 0.751 1.492
C 2.638 -0.401 -0.172
C -0.867 0.045 -0.791
C -0.625 0.665 0.581
C 3.745 0.373 -0.815
N 2.162 -0.056 0.938
O 0.402 -1.914 0.570
S 0.739 -0.833 1.501
H -4.182 -0.411 -0.349
H -3.597 0.233 2.008
H -2.500 -0.629 -2.044
H -1.536 1.085 2.525
H 2.143 -1.157 -0.646
H -0.323 -1.018 -1.036
H -0.449 0.649 -1.518
H 0.131 1.538 0.422
H 4.140 -0.126 -1.791
H 3.371 1.320 -0.764
H 4.589 0.307 -0.156
*
```

DFT total energy, eV: -22843.1961
E_HOMO, eV: -7.7
Energy relative to the best compared isomer or geometry (same formula, charge and spin), eV: 3.888
E_LUMO, eV: 0.1
Largest force on an atom, eV/A: 5.1

Here is what Löwdin gives for the atomic charges, in e: C -0.061; C -0.092; C -0.072; C -0.186; C -0.295; C -0.204; C -0.263; C -0.050; N -0.204; O -0.572; S 0.943; H 0.057; H 0.113; H 0.094; H 0.117; H 0.061; H 0.165; H 0.087; H 0.135; H 0.119; H 0.040; H 0.070

***

7.
# C8H11NPSSn

A molecular structure, C8H11NPSSn (ωB97M-V/def2-TZVPD, the OMol25 dataset).

Structure (ORCA input):
```
! wB97M-V def2-TZVPD RIJCOSX def2/J DEFGRID3
* xyz -1 1
C 0.437 -0.304 -2.585
C -0.787 -1.036 -2.605
C -0.591 -2.214 -1.828
C 0.789 -2.290 -1.500
C 1.432 -1.087 -1.914
Sn 0.713 1.031 0.883
P -0.844 3.229 0.546
H 0.582 0.726 -2.935
H -1.733 -0.676 -3.027
H -1.343 -2.978 -1.658
H 2.505 -0.861 -1.860
H 1.242 -3.022 -0.825
H -1.900 3.234 1.587
H -1.255 3.436 -0.906
H 0.404 3.984 0.868
S -1.276 0.113 4.609
C 0.472 -0.182 4.602
C 0.921 -0.435 3.358
N -0.096 -0.434 2.403
C -1.329 -0.095 2.931
H 1.066 -0.172 5.506
H 1.945 -0.555 3.057
H -2.245 -0.052 2.347
*
```

DFT total energy, eV: -35913.7825
E_HOMO (alpha / beta), eV: -1.6 / -1.3
Energy relative to the best compared isomer or geometry (same formula, charge and spin), eV: 1.563
E_LUMO (alpha / beta), eV: 2.4 / 2.4
Largest force on an atom, eV/A: 3.0

Here is what Löwdin gives for the atomic charges, in e: C -0.280; C -0.231; C -0.230; C -0.244; C -0.291; Sn 0.575; P 0.342; H 0.047; H 0.048; H 0.044; H 0.052; H 0.050; H -0.133; H -0.111; H -0.138; S 0.906; C -0.393; C -0.368; N -0.306; C -0.542; H 0.058; H 0.076; H 0.068

***

8.
# C8H12

A single C8H12 molecule (ωB97M-V/def2-TZVPD, the OMol25 dataset).

Structure (ORCA input):
```
! wB97M-V def2-TZVPD RIJCOSX def2/J DEFGRID3
* xyz 0 1
C -1.638 -1.169 -0.133
C -0.719 -0.969 -1.298
C -1.030 -0.045 -2.222
C 0.718 -1.420 -0.978
C 1.491 -0.258 -0.164
C 1.044 0.287 0.957
C 0.915 1.743 1.272
C 0.479 2.194 2.468
H -1.609 -2.295 0.025
H -2.655 -0.684 -0.355
H -1.291 -0.704 0.856
H -0.348 0.022 -2.963
H -1.968 0.142 -2.570
H 1.236 -1.461 -2.060
H 0.722 -2.281 -0.224
H 2.487 0.282 -0.747
H 0.621 -0.356 1.792
H 0.752 2.354 0.385
H 0.165 1.419 3.226
H 0.627 3.200 2.732
*
```

DFT total energy, eV: -8485.5182
E_HOMO, eV: -8.2
Energy relative to the best compared isomer or geometry (same formula, charge and spin), eV: 4.064
E_LUMO, eV: 0.5
Largest force on an atom, eV/A: 4.1
SMILES: C=C/C=C/CC(=C)C

Here is what Löwdin gives for the atomic charges, in e: C -0.094; C -0.384; C 0.056; C -0.150; C -0.115; C -0.208; C -0.180; C 0.002; H 0.092; H 0.100; H 0.081; H 0.020; H 0.034; H 0.141; H 0.120; H 0.164; H 0.119; H 0.099; H 0.075; H 0.030

***

9.
# C8H12AlBr3Cl4F4LiMg2N2O8S

A molecular structure, C8H12AlBr3Cl4F4LiMg2N2O8S (ωB97M-V/def2-TZVPD, the OMol25 dataset).

Structure (ORCA input):
```
! wB97M-V def2-TZVPD RIJCOSX def2/J DEFGRID3
* xyz 3 1
C 1.338 -0.198 1.313
C 1.402 -0.401 -0.178
C 0.039 -0.617 -0.822
Cl 0.259 -1.009 -2.563
N -0.756 -1.586 -0.084
C -2.192 -1.555 -0.441
C -2.901 -0.362 0.233
C -0.242 -2.911 -0.264
O -0.490 -3.635 -1.180
O 0.665 -3.297 0.694
Br -0.072 -3.437 2.368
H 0.630 0.583 1.588
H 1.115 -1.124 1.822
H 2.312 0.122 1.678
H 1.950 0.519 -0.663
H 2.063 -1.239 -0.442
H -0.495 0.334 -0.813
H -2.347 -1.579 -1.520
H -2.611 -2.478 -0.044
H -3.439 0.220 -0.514
H -2.174 0.260 0.754
H -3.614 -0.772 0.950
C 3.054 0.793 -4.467
Cl 1.809 1.951 -4.003
Cl 3.942 0.236 -3.031
Cl 2.386 -0.562 -5.359
H 3.764 1.302 -5.105
C 5.975 -0.580 3.755
F 6.147 -1.304 4.831
F 5.523 0.620 3.996
F 7.085 -0.555 3.034
S 4.614 -1.311 2.754
O 3.458 -1.333 3.570
O 5.087 -2.698 2.333
O 4.512 -0.556 1.482
Mg -4.767 1.174 1.934
N -6.756 3.242 -1.435
O -6.215 2.162 -1.353
O -6.590 4.078 -2.332
O -7.660 3.500 -0.466
Mg 4.687 -2.610 0.493
Br 1.739 2.439 -0.650
Br -7.523 5.234 0.388
Li -8.296 2.829 -2.894
F 4.698 2.558 5.007
Al -11.113 3.553 -4.354
*
```

DFT total energy, eV: -327420.7043
E_HOMO, eV: -13.3
Energy relative to the best compared isomer or geometry (same formula, charge and spin), eV: 0.000
E_LUMO, eV: -11.5
Largest force on an atom, eV/A: 1.6

Here is what Löwdin gives for the atomic charges, in e: C -0.117; C -0.342; C -0.665; Cl 0.691; N -0.095; C -0.189; C -0.167; C -0.670; O 0.174; O -0.523; Br 0.925; H 0.088; H 0.016; H 0.059; H -0.084; H 0.093; H 0.098; H 0.114; H 0.127; H 0.052; H 0.057; H -0.026; C -1.518; Cl 0.491; Cl 0.491; Cl 0.550; H 0.021; C -0.694; F 0.218; F 0.164; F 0.184; S 0.602; O -0.199; O -0.389; O -0.339; Mg 0.670; N -0.612; O 0.078; O -0.001; O -0.503; Mg 1.364; Br 0.474; Br 0.816; Li 0.692; F -0.279; Al 1.103

***

10.
# C8H12AuCl2InN2O4

A molecular structure, C8H12AuCl2InN2O4 (ωB97M-V/def2-TZVPD, the OMol25 dataset).

Structure (ORCA input):
```
! wB97M-V def2-TZVPD RIJCOSX def2/J DEFGRID3
* xyz 4 3
In -0.951 0.675 -5.096
Au 1.131 0.474 -2.385
Cl -0.357 -1.115 -3.150
Cl -1.205 2.661 -3.733
C 2.199 1.844 -1.570
C 0.520 -1.476 -5.830
C 0.894 1.789 -6.417
O 2.578 2.735 -0.936
O 1.028 -2.503 -5.852
O 1.435 2.561 -7.066
C -1.086 1.703 0.805
N -0.702 0.762 1.834
C -0.740 1.258 3.198
C -0.064 -0.385 1.398
O 0.404 -0.439 0.244
N 0.056 -1.534 2.149
C -0.309 -1.792 3.521
C 0.469 -2.695 1.395
H -2.069 2.119 1.039
H -1.104 1.195 -0.157
H -0.378 2.536 0.741
H -1.598 0.861 3.760
H 0.192 1.020 3.736
H -0.857 2.352 3.162
H -1.165 -2.487 3.547
H 0.546 -2.255 4.035
H -0.577 -0.878 4.042
H -0.178 -2.839 0.520
H 1.488 -2.580 1.006
H 0.401 -3.567 2.060
*
```

DFT total energy, eV: -53522.2581
E_HOMO (alpha / beta), eV: -23.4 / -23.4
Energy relative to the best compared isomer or geometry (same formula, charge and spin), eV: 0.000
E_LUMO (alpha / beta), eV: -16.5 / -17.7
Largest force on an atom, eV/A: 5.8

Here is what Löwdin gives for the atomic charges, in e: In 0.750; Au 0.593; Cl 0.123; Cl 0.125; C -0.150; C -0.037; C 0.045; O 0.200; O 0.192; O 0.240; C 0.060; N 0.052; C 0.064; C -0.315; O 0.120; N 0.044; C 0.085; C 0.069; H 0.158; H 0.093; H 0.154; H 0.159; H 0.150; H 0.147; H 0.175; H 0.171; H 0.083; H 0.147; H 0.157; H 0.144